# 1
{
  "formula": "C4H14O3",
  "method": "ωB97M-V/def2-TZVPD",
  "homo_energy_ev": -7.9,
  "smiles": "C/C=C/C.O.O.O",
  "total_energy_ha": -386.3783,
  "e_lumo_ev": 0.1,
  "gap_ev": 8.0,
  "relative_energy_kcal_mol": 93.19,
  "species": ["O", "O", "O", "C", "C", "C", "C", "H", "H", "H", "H", "H", "H", "H", "H", "H", "H", "H", "H", "H", "H"],
  "positions_angstrom": [[3.788, -2.942, 0.499], [0.355, 1.088, 4.024], [0.267, -1.491, 1.090], [-2.863, 0.128, -0.410], [-1.739, 1.039, -0.835], [-0.681, 0.706, -1.582], [0.299, 1.563, -2.360], [-1.259, 1.714, -0.004], [-3.357, -0.354, -1.278], [-3.544, 0.779, 0.197], [-2.492, -0.778, 0.290], [-0.257, -0.332, -1.379], [4.358, -3.311, -0.239], [0.624, 0.762, -2.978], [-0.467, 0.784, 3.695], [1.202, 1.928, -1.742], [3.539, -2.038, 0.369], [0.909, -0.884, 1.495], [0.807, 1.437, 3.185], [-0.295, 2.376, -2.747], [0.808, -2.176, 0.710]]
}

***

# 2
{
  "formula": "C4H14O3",
  "method": "ωB97M-V/def2-TZVPD",
  "multiplicity": 2,
  "homo_energy_ev": [-14.2, -14.2],
  "total_energy_ha": -386.1733,
  "e_lumo_ev": [-5.3, -7.5],
  "gap_ev": [8.9, 6.6],
  "relative_energy_kcal_mol": 5.86,
  "charge": 1,
  "species": ["O", "O", "O", "C", "C", "C", "C", "H", "H", "H", "H", "H", "H", "H", "H", "H", "H", "H", "H", "H", "H"],
  "positions_angstrom": [[0.513, -3.218, 0.222], [2.075, -2.241, -1.854], [0.088, -0.221, -2.022], [-0.211, 2.188, 1.127], [-2.363, 1.085, 0.484], [1.223, 1.907, 0.951], [-1.149, 1.191, 1.337], [-0.918, 0.345, 1.983], [-2.567, 2.019, -0.038], [-2.315, 0.288, -0.258], [-0.542, -0.558, -2.680], [-3.242, 0.897, 1.108], [1.775, 2.789, 0.637], [-0.267, -2.760, 0.480], [1.629, 1.704, 1.956], [1.324, 1.069, 0.259], [2.953, -2.026, -1.530], [0.790, -0.903, -2.101], [1.602, -2.620, -1.102], [-0.642, 3.185, 1.005], [0.243, -4.122, 0.036]]
}

***

# 3
{
  "formula": "C4H15N2",
  "method": "ωB97M-V/def2-TZVPD",
  "homo_energy_ev": -14.4,
  "total_energy_ha": -270.6777,
  "e_lumo_ev": -2.9,
  "gap_ev": 11.5,
  "relative_energy_kcal_mol": 5.25,
  "charge": 1,
  "species": ["N", "N", "C", "C", "C", "C", "H", "H", "H", "H", "H", "H", "H", "H", "H", "H", "H", "H", "H", "H", "H"],
  "positions_angstrom": [[-0.963, -0.833, 0.399], [1.543, 0.095, -0.350], [-0.674, -2.151, 1.035], [-1.810, -0.930, -0.818], [0.632, 2.391, -0.443], [1.516, 1.427, 0.322], [-1.405, -0.212, 1.072], [-1.595, -2.652, 1.305], [-0.008, -0.419, 0.144], [0.629, 3.364, 0.038], [-1.286, -1.539, -1.550], [-0.400, 2.041, -0.501], [-1.974, 0.065, -1.219], [0.993, 2.530, -1.460], [-0.048, -1.986, 1.911], [2.366, -0.419, -0.055], [-2.751, -1.400, -0.556], [1.682, 0.247, -1.344], [1.142, 1.288, 1.333], [-0.114, -2.743, 0.319], [2.526, 1.834, 0.418]]
}

***

# 4
{
  "formula": "C4H15N2O",
  "method": "ωB97M-V/def2-TZVPD",
  "homo_energy_ev": -13.2,
  "total_energy_ha": -345.9076,
  "e_lumo_ev": -3.1,
  "gap_ev": 10.1,
  "relative_energy_kcal_mol": 23.92,
  "charge": 1,
  "species": ["O", "N", "N", "C", "C", "C", "C", "H", "H", "H", "H", "H", "H", "H", "H", "H", "H", "H", "H", "H", "H", "H"],
  "positions_angstrom": [[3.335, -2.495, 0.345], [0.968, -0.755, 0.658], [-0.713, 0.777, -0.693], [-1.494, 0.966, -1.923], [-1.354, -0.212, 0.148], [-0.399, -0.624, 1.274], [-0.570, 2.071, -0.004], [1.688, -0.233, 1.163], [-2.300, 0.092, 0.609], [3.731, -3.341, 0.591], [0.919, -0.305, -0.277], [-1.270, 1.933, -2.375], [-1.223, 0.198, -2.653], [-0.402, 0.125, 2.057], [-2.569, 0.934, -1.759], [4.110, -1.908, 0.404], [-0.048, 1.969, 0.955], [-0.646, -1.578, 1.722], [-1.595, -1.118, -0.421], [0.081, 2.697, -0.603], [-1.550, 2.526, 0.133], [1.302, -1.721, 0.650]]
}

***

# 5
{
  "formula": "C4H15N2O",
  "method": "ωB97M-V/def2-TZVPD",
  "homo_energy_ev": -14.3,
  "total_energy_ha": -345.8945,
  "e_lumo_ev": -3.1,
  "gap_ev": 11.2,
  "relative_energy_kcal_mol": 32.14,
  "charge": 1,
  "species": ["O", "N", "N", "C", "C", "C", "C", "H", "H", "H", "H", "H", "H", "H", "H", "H", "H", "H", "H", "H", "H", "H"],
  "positions_angstrom": [[-0.519, -2.019, 2.614], [-1.309, -0.122, -0.503], [0.819, 1.107, -1.682], [-0.599, -1.765, 1.234], [-1.296, -0.444, 0.965], [0.784, 2.551, -1.363], [1.904, 0.398, -0.980], [-1.203, -2.582, 0.831], [1.973, -0.619, -1.360], [-1.439, -0.984, -1.034], [0.372, -1.836, 0.736], [-2.144, 0.408, -0.742], [-0.881, 0.406, 1.507], [0.498, 2.656, -0.314], [1.707, 0.415, 0.083], [1.754, 3.026, -1.504], [-0.405, 0.380, -0.998], [2.863, 0.884, -1.163], [-2.337, -0.500, 1.283], [0.993, 1.047, -2.679], [0.076, -1.397, 3.037], [0.023, 3.023, -1.978]]
}

***

# 6
{
  "formula": "C4H15N2O",
  "method": "ωB97M-V/def2-TZVPD",
  "homo_energy_ev": -14.2,
  "total_energy_ha": -345.9192,
  "e_lumo_ev": -2.8,
  "gap_ev": 11.5,
  "relative_energy_kcal_mol": 16.63,
  "charge": 1,
  "species": ["O", "N", "N", "C", "C", "C", "C", "H", "H", "H", "H", "H", "H", "H", "H", "H", "H", "H", "H", "H", "H", "H"],
  "positions_angstrom": [[2.564, 1.091, -1.067], [-0.523, -0.917, -1.027], [1.455, -1.141, 0.554], [-2.452, 0.633, -0.327], [0.327, -0.744, 1.439], [-0.297, 0.544, 0.933], [-0.949, 0.367, -0.477], [2.879, 1.930, -0.710], [-3.025, 0.618, -1.259], [0.840, -1.211, -0.368], [-0.314, -1.613, 1.566], [0.716, -0.534, 2.450], [-0.544, 1.180, -1.084], [1.983, -1.922, 0.923], [-2.895, -0.056, 0.397], [-1.161, -1.720, -1.037], [-0.466, -0.907, -2.052], [0.429, 1.354, 1.007], [2.923, 1.153, -1.965], [-2.584, 1.604, 0.157], [2.176, -0.466, 0.280], [-1.081, 0.756, 1.668]]
}

***

# 7
{
  "formula": "C4H15N2O",
  "method": "ωB97M-V/def2-TZVPD",
  "homo_energy_ev": -13.5,
  "total_energy_ha": -345.9047,
  "e_lumo_ev": -3.1,
  "gap_ev": 10.4,
  "relative_energy_kcal_mol": 25.74,
  "charge": 1,
  "species": ["O", "N", "N", "C", "C", "C", "C", "H", "H", "H", "H", "H", "H", "H", "H", "H", "H", "H", "H", "H", "H", "H"],
  "positions_angstrom": [[0.890, -3.273, -2.078], [1.807, -0.334, 1.148], [-0.635, 0.746, 0.915], [-2.658, 0.031, -0.392], [1.690, 0.953, 0.368], [-1.217, 0.461, -0.435], [0.460, 1.684, 0.901], [-1.161, 1.407, -0.945], [2.045, -1.157, 0.595], [1.184, -3.498, -2.972], [0.846, -0.484, 1.491], [-3.295, 0.891, -0.188], [0.350, 2.588, 0.276], [0.576, 2.107, 1.906], [-0.468, -0.128, -0.939], [0.141, -3.879, -1.995], [2.407, -0.180, 1.949], [2.624, 1.508, 0.421], [-2.793, -0.685, 0.425], [-2.928, -0.432, -1.337], [1.506, 0.669, -0.667], [-1.372, 1.006, 1.554]]
}

***

# 8
{
  "formula": "C4H15N2O",
  "method": "ωB97M-V/def2-TZVPD",
  "homo_energy_ev": -13.7,
  "total_energy_ha": -345.8741,
  "e_lumo_ev": -3.0,
  "gap_ev": 10.7,
  "relative_energy_kcal_mol": 44.96,
  "charge": 1,
  "species": ["O", "N", "N", "C", "C", "C", "C", "H", "H", "H", "H", "H", "H", "H", "H", "H", "H", "H", "H", "H", "H", "H"],
  "positions_angstrom": [[0.403, -0.248, -3.561], [-0.116, 1.167, 1.711], [0.306, 0.582, -0.773], [-1.625, 1.236, 1.678], [0.433, -0.194, 1.718], [-0.026, -1.930, -0.075], [0.685, -0.630, 0.192], [0.152, 1.626, 2.599], [-1.910, 1.629, 2.671], [1.388, -0.195, 2.260], [-0.265, -0.913, 2.165], [-0.398, -2.279, 0.902], [-1.830, 2.037, 0.955], [-0.677, 0.478, -0.978], [0.443, 1.384, -0.150], [1.194, 0.321, -3.522], [0.727, -0.738, -4.333], [-2.197, 0.288, 1.638], [1.811, -0.627, -0.053], [0.556, -2.788, -0.429], [0.787, 0.537, -1.688], [-0.929, -1.898, -0.734]]
}

***

# 9
{
  "formula": "C4H15N2O",
  "method": "ωB97M-V/def2-TZVPD",
  "multiplicity": 2,
  "homo_energy_ev": [-17.5, -17.5],
  "total_energy_ha": -345.1995,
  "e_lumo_ev": [-13.6, -10.6],
  "gap_ev": [3.9, 6.9],
  "relative_energy_kcal_mol": 174.06,
  "charge": 2,
  "species": ["O", "N", "N", "C", "C", "C", "C", "H", "H", "H", "H", "H", "H", "H", "H", "H", "H", "H", "H", "H", "H", "H"],
  "positions_angstrom": [[-0.044, -0.468, 0.672], [2.301, -0.383, -0.352], [-3.217, -4.129, 1.779], [0.101, 1.436, -1.281], [1.034, 1.774, -0.141], [-1.431, 1.387, -0.963], [2.467, 1.035, -0.350], [0.153, -1.045, 1.453], [2.901, 1.295, -1.399], [0.314, 2.242, -2.101], [-4.018, -4.224, 2.324], [3.225, 1.283, 0.511], [3.145, -0.866, -0.044], [-3.253, -3.234, 1.223], [-2.446, -3.992, 2.345], [0.429, 0.466, -1.671], [1.277, 2.822, -0.050], [1.411, -0.734, 0.099], [0.662, 1.303, 0.810], [-1.683, 2.395, -0.793], [-1.478, 0.649, -0.192], [-1.849, 0.986, -1.879]]
}

***

# 10
{
  "formula": "C4H15N2O",
  "method": "ωB97M-V/def2-TZVPD",
  "multiplicity": 2,
  "homo_energy_ev": [-19.5, -19.5],
  "total_energy_ha": -345.4226,
  "e_lumo_ev": [-6.7, -12.0],
  "gap_ev": [12.9, 7.6],
  "relative_energy_kcal_mol": 34.07,
  "charge": 2,
  "species": ["O", "N", "N", "C", "C", "C", "C", "H", "H", "H", "H", "H", "H", "H", "H", "H", "H", "H", "H", "H", "H", "H"],
  "positions_angstrom": [[-1.296, -1.833, 1.670], [-0.763, 1.375, 0.705], [0.761, -1.273, -0.355], [-0.449, 2.796, 0.511], [2.104, -1.737, -0.867], [-0.985, 0.633, -0.507], [0.328, -0.008, -0.999], [-1.386, 1.303, -1.293], [-1.287, 3.359, 0.916], [-2.258, -1.710, 1.738], [2.852, -1.704, -0.048], [0.071, -2.012, -0.508], [-1.451, 1.268, 1.462], [0.375, 3.088, 1.158], [2.392, -1.103, -1.690], [0.824, -1.198, 0.670], [0.460, 0.221, -2.058], [2.082, -2.807, -1.139], [1.102, 0.758, -0.733], [-0.443, 3.152, -0.522], [-1.199, -2.506, 2.354], [-1.834, -0.064, -0.463]]
}

***

# 11
{
  "formula": "C4H15N2O2",
  "method": "ωB97M-V/def2-TZVPD",
  "multiplicity": 2,
  "homo_energy_ev": [-2.9, -8.4],
  "total_energy_ha": -421.2453,
  "e_lumo_ev": [0.8, 0.5],
  "gap_ev": [3.7, 8.9],
  "relative_energy_kcal_mol": 40.11,
  "species": ["O", "O", "N", "N", "C", "C", "C", "C", "H", "H", "H", "H", "H", "H", "H", "H", "H", "H", "H", "H", "H", "H", "H"],
  "positions_angstrom": [[0.931, -2.557, -1.791], [-1.323, -1.093, 2.956], [-1.405, -0.381, -1.947], [0.059, -0.903, 0.524], [1.115, 1.391, 0.236], [0.426, 2.738, 0.401], [0.285, 0.265, -0.338], [-0.449, 0.451, -1.439], [-1.679, -0.385, 3.504], [-1.758, -1.923, 3.188], [1.726, -1.996, -1.781], [-0.724, -0.662, 1.167], [0.938, 3.504, -0.186], [0.272, 3.086, 1.420], [0.842, -1.122, 1.176], [-0.570, 2.734, -0.036], [-0.245, -1.782, 0.051], [-0.268, 1.346, -1.977], [-1.674, -0.402, -2.917], [2.119, 1.393, -0.204], [1.513, 1.065, 1.211], [1.309, -3.437, -1.625], [-1.441, -1.330, -1.593]]
}